Entry 1:
Molecular formula: C13H23ClI2N3O2S
Method: DFT, ωB97M-V/def2-TZVPD

Structure (XYZ):
```
45
Properties=species:S:1:pos:R:3:lowdin_charge:R:1
C -0.12 -2.43 -1.56 -0.0852
C 0.24 -1.81 -0.23 -0.2469
N -0.63 -0.64 0.02 -0.0159
C -0.22 0.24 1.04 -0.2952
C -1.28 0.54 2.09 -0.1103
C -2.02 1.86 1.83 -0.2073
C -2.07 2.31 0.38 -0.6164
Cl -3.23 1.26 -0.49 0.6714
C -0.66 2.42 -0.28 -0.5066
N -0.67 1.91 -1.68 0.0547
C 0.33 1.42 -2.14 -0.7628
S 1.72 0.78 -2.47 0.7430
C -0.33 3.90 -0.23 -0.6623
I -1.56 4.99 -1.87 0.5332
C 1.06 4.37 -0.29 -0.7751
C 1.87 4.07 -1.54 -0.2125
I 2.31 3.87 1.52 0.6452
N 0.27 1.61 0.56 0.1087
H 0.55 -2.11 -2.35 0.0417
H -1.12 -2.11 -1.86 0.0719
H -0.12 -3.51 -1.49 0.0528
H 1.28 -1.51 -0.21 0.0995
H 0.04 -2.58 0.51 0.0915
H -1.58 -0.93 0.15 0.0943
H 0.64 -0.21 1.54 0.1554
H -1.96 -0.29 2.17 0.1198
H -0.78 0.64 3.05 0.1175
H -1.53 2.65 2.40 0.1176
H -3.03 1.83 2.20 0.1099
H -2.54 3.28 0.35 0.0514
H -0.77 4.31 0.67 0.0663
H 0.99 5.44 -0.19 0.0428
H 2.45 4.95 -1.79 0.0735
H 2.57 3.26 -1.40 0.0100
H 1.22 3.85 -2.38 0.0314
H 0.45 2.15 1.41 0.0262
H 1.20 1.53 0.12 0.0981
O -0.10 -4.92 0.49 -0.1733
C 0.91 -5.68 0.75 -0.3838
C 0.84 -7.16 -0.15 -0.4054
O 1.85 -7.91 0.13 -0.1526
H 0.99 -6.05 1.80 0.0951
H 1.91 -5.29 0.48 0.0980
H 0.78 -6.76 -1.19 0.0955
H -0.17 -7.53 0.12 0.0954
```

Charge: -1
E_HOMO in eV: -1.29
Gap between HOMO and LUMO in eV: 1.39
E_LUMO in eV: 0.10

***

Entry 2:
Molecular formula: C13H23CrN7S
Method: DFT, ωB97M-V/def2-TZVPD

Structure (XYZ):
```
45
Properties=species:S:1:pos:R:3:lowdin_charge:R:1
Cr -0.59 -0.40 1.47 0.6367
N -0.02 -2.82 4.96 0.1717
C 0.08 -2.04 3.90 -0.7193
S -1.47 -1.46 3.21 0.7759
N 1.26 -1.73 3.41 0.0458
N 1.16 -0.89 2.36 -0.1634
C 2.26 -0.49 1.79 -0.0209
C 2.14 0.44 0.66 -0.2156
C 3.05 0.53 -0.31 0.0335
C 3.05 1.25 -1.59 -0.0227
C 2.01 1.83 -2.20 -0.0091
C 0.64 2.03 -1.64 -0.1792
N 0.87 1.18 0.78 0.0159
H -0.90 -3.08 5.37 0.1310
H 0.83 -3.15 5.41 0.1522
H 3.22 -0.84 2.14 0.1693
H 3.93 -0.09 -0.15 0.1493
H 3.99 1.23 -2.12 0.1392
H 2.16 2.25 -3.19 0.1500
H 0.30 3.02 -1.97 0.1780
N 0.74 2.29 -0.13 0.1415
C -0.44 1.03 -2.11 -0.1983
C -1.87 1.36 -1.59 -0.0660
C -2.64 0.29 -0.81 -0.2986
N -2.38 0.36 0.68 -0.0066
C -2.37 -1.11 -1.33 -0.0771
C -0.90 -1.48 -1.39 -0.2848
N -0.35 -1.75 -0.02 0.0216
C -0.04 -0.47 -2.15 -0.0579
H -0.11 2.80 0.16 0.1885
H 1.53 2.93 0.00 0.2164
H 0.93 1.63 1.70 0.1717
H -0.47 1.33 -3.16 0.1610
H -2.49 1.55 -2.47 0.1484
H -1.91 2.32 -1.06 0.1258
H -3.70 0.51 -0.93 0.1658
H -3.11 -0.21 1.13 0.1093
H -2.61 1.30 1.00 0.1259
H -2.78 -1.18 -2.34 0.1600
H -2.93 -1.85 -0.75 0.1453
H -0.82 -2.43 -1.92 0.1678
H 0.64 -2.00 -0.11 0.1275
H -0.79 -2.60 0.34 0.1304
H -0.09 -0.77 -3.19 0.1488
H 1.01 -0.60 -1.88 0.1155
```

Charge: +3
2S+1: 4
E_HOMO (alpha / beta) in eV: -18.01 / -18.03
Gap between HOMO and LUMO (alpha / beta) in eV: 6.49 / 7.27
<S²>: 3.829
E_LUMO (alpha / beta) in eV: -11.51 / -10.76

***

Entry 3:
Molecular formula: C13H23F5FeNO2P2
Method: DFT, ωB97M-V/def2-TZVPD

Structure (XYZ):
```
47
Properties=species:S:1:pos:R:3:lowdin_charge:R:1
Fe -0.90 -0.39 0.28 0.5082
P -0.13 -2.02 -0.99 0.8461
C 0.50 -0.98 -2.39 -0.2422
C 0.23 0.50 -2.16 -0.2674
N -0.25 0.90 -0.95 -0.0677
C -0.48 2.20 -0.59 -0.2785
C -0.32 3.20 -1.54 0.0070
C 0.03 2.81 -2.84 -0.0008
C 0.45 1.50 -3.11 0.0133
C -0.84 2.47 0.89 -0.2504
P 0.00 1.13 1.90 0.8588
H 0.75 1.20 -4.11 0.1269
H -0.60 4.20 -1.25 0.1283
H 0.14 3.59 -3.59 0.1245
H -0.49 3.46 1.22 0.0965
H -1.93 2.47 1.02 0.0964
H 1.58 -1.16 -2.73 0.1301
H -0.06 -1.37 -3.25 0.0831
H 3.86 0.21 -0.87 0.0065
O 4.63 0.32 -1.45 -0.0556
H 4.59 -0.62 -1.69 0.0441
H 2.55 -0.49 1.88 0.0224
O 2.80 -1.46 2.07 -0.0962
H 3.68 -1.23 2.45 0.0627
C 1.64 1.94 2.12 -0.2423
H 1.37 3.01 2.14 0.0498
H 2.09 1.69 3.09 0.0594
H 2.40 1.82 1.32 0.0521
C -0.69 1.16 3.60 -0.2322
H -0.03 0.42 4.08 0.0554
H -0.62 2.12 4.13 0.0667
H -1.73 0.79 3.65 0.0353
C -1.20 -3.09 -2.04 -0.2259
H -0.62 -3.28 -2.95 0.0505
H -1.53 -4.05 -1.62 0.0681
H -2.11 -2.55 -2.32 0.0500
C 1.21 -3.17 -0.53 -0.2352
H 0.82 -4.05 0.01 0.0691
H 1.73 -3.49 -1.45 0.0564
H 1.91 -2.64 0.14 0.0156
F -2.84 -2.68 0.77 0.0155
C -2.80 -1.31 0.54 -0.4152
F -3.50 -1.14 -0.66 -0.0018
C -3.61 -0.63 1.67 -0.5413
F -4.88 -1.08 1.65 0.1427
F -3.13 -0.95 2.91 0.1136
F -3.67 0.73 1.54 0.0981
```

Charge: +1
2S+1: 5
E_HOMO (alpha / beta) in eV: -11.26 / -12.56
Gap between HOMO and LUMO (alpha / beta) in eV: 7.93 / 8.57
<S²>: 6.020
E_LUMO (alpha / beta) in eV: -3.33 / -3.99

***

| no. | M (g mol⁻¹) |
| --- | --- |
| 1 | 574.7 |
| 2 | 361.4 |
| 3 | 438.1 |